ORCA calculation (ωB97M-V/def2-TZVPD) on one molecule with the formula C5H7N.

## Properties
maximum force: 0.46 eV/A
DFT total energy: -249.38577 hartree
HOMO-LUMO gap: 0.3718 Ha
net charge: 0
SMILES: C=C=C/C=N/C
ΔE to the lowest compared entry with this formula, charge and spin: 229.65 kJ/mol
E_HOMO: -9.19 eV

Last column: natural (NBO) charge in e.
Positions of all 13 atoms, in Å:
N (-0.94905, 0.21300, 0.01813)  -0.3911
C (0.04687, 0.89868, -0.36220)  0.0922
C (1.42340, 0.45384, -0.06589)  -0.3761
C (1.66336, -0.77950, 0.31039)  0.1817
C (-2.27220, 0.72599, -0.23190)  -0.4333
C (1.86676, -2.02190, 0.63703)  -0.4913
H (-2.78590, 0.83486, 0.73024)  0.2052
H (-2.83952, -0.00637, -0.81615)  0.2057
H (-2.28652, 1.69546, -0.75596)  0.1659
H (2.23224, 1.18043, -0.10448)  0.2327
H (1.67383, -2.39371, 1.63991)  0.2309
H (-0.06204, 1.86645, -0.87822)  0.1498
H (2.23415, -2.72095, -0.10673)  0.2277



ORCA calculation (ωB97M-V/def2-TZVPD) on one molecule with the formula C5H7N at a distorted geometry.

## Properties
maximum force: 4.95 eV/A
DFT total energy: -249.34364 hartree
HOMO-LUMO gap: 0.3742 Ha
net charge: 0
SMILES: [H]/N=C/[C@H]1C=C1C
ΔE to the lowest compared entry with this formula, charge and spin: 340.25 kJ/mol
E_HOMO: -9.14 eV

Last column: natural (NBO) charge in e.
Positions of all 13 atoms, in Å:
N (-2.88802, 0.47032, 0.27668)  -0.6492
C (0.26577, -1.65412, -0.17884)  -0.1901
C (-1.91028, -0.12437, -0.26181)  0.1413
C (-0.75710, -0.69766, 0.43623)  -0.3170
C (1.75792, 0.60668, 0.27681)  -0.6440
C (0.74702, -0.44167, 0.03579)  0.0806
H (-1.67995, -0.10808, -1.32600)  0.1262
H (0.50923, -2.63268, -0.49462)  0.2242
H (1.57457, 1.03650, 1.19534)  0.2313
H (2.69159, 0.27917, 0.37833)  0.2221
H (-3.65678, 0.81542, -0.27428)  0.3507
H (-1.02998, -0.85622, 1.43800)  0.1894
H (1.61703, 1.40601, -0.53032)  0.2343



ORCA calculation (ωB97M-V/def2-TZVPD) on one molecule with the formula C5H7N at a distorted geometry.

## Properties
maximum force: 1.59 eV/A
DFT total energy: -249.39430 hartree
HOMO-LUMO gap: 0.3661 Ha
net charge: 0
SMILES: C1=C[C@@H]2N[C@@H]2C1
ΔE to the lowest compared entry with this formula, charge and spin: 207.26 kJ/mol
E_HOMO: -8.68 eV

Last column: natural (NBO) charge in e.
Positions of all 13 atoms, in Å:
N (1.17437, 0.79531, -0.23653)  -0.6464
C (0.31776, -1.38555, -0.05614)  -0.2089
C (-0.47090, -0.95363, 0.92912)  -0.1602
C (0.59868, -0.26658, -1.00739)  -0.1134
C (-0.21212, 0.90422, -0.52265)  -0.0651
C (-0.98588, 0.46077, 0.70897)  -0.4504
H (0.83692, -2.33675, -0.09952)  0.2127
H (0.79216, -0.42435, -2.07012)  0.2047
H (-2.07124, 0.47945, 0.56809)  0.2097
H (-0.73990, 1.12761, 1.54606)  0.2206
H (-0.67353, -1.50253, 1.84288)  0.2064
H (-0.63657, 1.61795, -1.23264)  0.2018
H (1.94247, 1.38760, -0.38374)  0.3888



ORCA calculation (ωB97M-V/def2-TZVPD) on a 2-piece molecular cluster, C5H7N overall at a distorted geometry.

## Properties
maximum force: 1.12 eV/A
DFT total energy: -249.25372 hartree
HOMO-LUMO gap (alpha / beta): 0.2958 / 0.2943 Ha
net charge: 0
ΔE to the lowest compared entry with this formula, charge and spin: 576.34 kJ/mol
E_HOMO (alpha / beta): -8.71 / -8.54 eV

Last column: natural (NBO) charge in e.
Positions of all 13 atoms, in Å:
N (0.35752, -0.71611, 2.75223)  -0.3498
C (0.03210, -0.04282, 1.86587)  0.3218
C (-0.72330, 0.19412, -0.49555)  -0.1370
C (-0.37455, 0.69410, -1.68386)  -0.4118
C (1.06270, -1.42042, 0.04781)  -0.1967
C (-0.45396, 0.88144, 0.82175)  -0.5507
H (0.24424, 1.58519, -1.76529)  0.1949
H (2.13916, -1.26113, -0.16876)  0.0996
H (0.27236, 1.69239, 0.69185)  0.2490
H (-1.35745, -0.68631, -0.43233)  0.2169
H (-1.38369, 1.34011, 1.18220)  0.2552
H (-0.69351, 0.22458, -2.60976)  0.2086
H (0.87838, -2.48514, -0.20615)  0.1000



Number 4 is which compound?
C5H7N



Which of these has the highest DFT total energy?
number 4



Which of these has the lowest maximum force?
number 1



What is the DFT total energy in the first record?
-249.38577 hartree